Record 1
Formula: C10H38O14
Source: the OMol25 dataset
Level of theory: ωB97M-V with the def2-TZVPD basis set

Geometry as XYZ:
```
62
Properties=species:S:1:pos:R:3:forces:R:3:nbo_charge:R:1
O 1.68885 -1.95666 -2.17077 -1.18 -1.65 -1.65 -0.760
C 2.03085 -0.65966 -1.76177 -0.27 -0.04 1.18 -0.093
C 0.81685 0.07534 -1.26777 -1.38 -0.37 0.71 -0.084
O 1.12985 1.20334 -0.48577 0.34 -0.11 -0.26 -0.715
H 1.32485 -2.44866 -1.39677 0.33 0.86 -0.93 0.488
H 2.69585 -0.96966 -1.01977 1.26 1.11 2.22 0.174
H 2.64685 -0.08666 -2.42477 -0.07 -0.07 -1.19 0.192
H 0.16385 -0.63866 -0.69777 0.68 0.25 -0.04 0.148
H 0.12585 0.36834 -2.05577 0.29 0.04 -0.64 0.167
H 0.29685 1.67834 -0.40077 -0.05 0.09 0.25 0.489
O -2.05815 6.01334 1.71223 0.18 0.16 0.29 -0.703
C -0.94815 5.41534 2.35123 0.25 3.07 -0.29 -0.098
C 0.03285 4.72134 1.40923 -0.75 2.16 -0.72 -0.090
O 1.21985 4.64134 2.06123 1.95 -2.36 0.88 -0.693
H -2.48215 5.29534 1.28923 -1.23 -0.91 -0.96 0.458
H -0.57715 6.32834 2.90523 0.91 -0.76 -0.96 0.166
H -1.20915 4.87434 3.21323 -0.64 -1.78 0.79 0.161
H 0.27685 5.25534 0.48223 -1.01 0.66 -0.08 0.161
H -0.32215 3.80334 1.04123 -0.42 -1.73 0.16 0.177
H 1.32385 5.49534 2.41823 0.77 1.43 0.86 0.461
O 2.24885 -1.42366 2.69823 1.09 0.63 -2.48 -0.730
C 1.99385 -2.76366 2.34423 -0.36 -0.21 2.82 -0.067
C 1.73685 -2.95166 0.90923 -2.30 0.96 -0.59 -0.097
O 1.31685 -4.24866 0.79023 0.27 -2.26 1.80 -0.727
H 2.24285 -1.39666 3.62323 0.05 0.28 2.03 0.473
H 2.83685 -3.43366 2.67323 -0.79 0.44 -0.26 0.170
H 1.06485 -2.94166 2.97023 0.83 -1.04 -1.13 0.176
H 2.54385 -2.71466 0.25623 1.08 0.31 -0.30 0.166
H 0.83185 -2.38666 0.61423 0.58 0.90 0.15 0.157
H 1.15285 -4.49966 -0.08977 -0.14 -0.22 -1.73 0.482
O 0.42485 0.61734 2.52223 -2.61 0.27 -0.33 -0.742
C 0.72385 1.40434 3.62523 0.85 1.35 -1.73 -0.079
C -0.60015 1.83034 4.15623 -0.15 -1.87 1.42 -0.071
O -0.43915 2.85634 5.05323 -1.15 2.84 0.96 -0.714
H 1.15085 0.13434 2.22223 1.97 -1.18 -0.63 0.493
H 1.35185 0.85134 4.31623 -0.01 0.12 0.62 0.147
H 1.27185 2.30534 3.24523 -0.17 -0.43 0.73 0.181
H -0.99515 0.99934 4.74823 -0.30 -0.53 -0.34 0.143
H -1.34115 2.05834 3.42123 -0.07 0.12 -1.09 0.169
H -1.28515 3.36934 5.02623 1.33 -0.52 0.41 0.466
O -0.07215 -1.94066 -4.46177 1.81 -1.06 0.01 -0.763
C -0.52915 -0.65366 -4.73077 1.55 1.19 0.50 -0.091
C -1.86215 -0.65666 -4.13077 -2.25 0.69 -0.77 -0.093
O -2.43015 0.62534 -4.01677 -0.57 0.89 -1.05 -0.725
H 0.64685 -1.90666 -3.79077 -0.52 -0.06 -0.26 0.508
H 0.12085 0.18834 -4.32877 -0.64 -1.07 0.10 0.170
H -0.52515 -0.41566 -5.79277 -0.26 -0.40 -0.35 0.167
H -1.95815 -1.19766 -3.22577 0.69 0.03 1.50 0.173
H -2.57315 -1.21066 -4.72077 -0.01 -0.73 -0.84 0.162
H -2.76715 0.79234 -4.92877 0.21 0.38 1.32 0.472
O 0.99685 -4.87966 -1.98277 -0.23 -0.10 1.92 -0.961
H 1.18485 -4.65666 -2.86177 0.67 0.51 -2.12 0.501
H 0.96285 -5.82766 -1.92177 -0.04 -0.68 -0.08 0.499
O -2.79315 -1.60366 -0.19477 -0.48 0.11 -0.24 -0.960
H -2.28515 -2.31266 -0.59077 0.44 -0.53 -0.25 0.502
H -2.49915 -1.57066 0.70723 0.13 -0.01 0.79 0.477
O -2.27815 0.91834 -0.90977 0.50 1.18 1.77 -0.967
H -2.29815 0.70234 -1.80277 -0.23 0.42 -3.17 0.462
H -2.30315 0.01434 -0.61577 -0.26 -0.93 1.22 0.480
O -1.17015 -3.36466 -1.66977 -1.74 1.15 0.09 -0.985
H -0.41715 -3.90666 -1.81577 1.05 -1.02 -0.15 0.489
H -1.56015 -3.21166 -2.54077 0.22 0.00 0.08 0.483
```
Positions in Å, forces in eV/Å.

Summary:
- DFT total energy (eV) = -39646.4353
- energy relative to the best compared isomer or geometry (same formula, charge and spin) (kJ/mol) = 311.8
- lowest unoccupied orbital energy (eV) = -0.09
- SMILES = OCCO.OCCO.OCCO.OCCO.OCCO.O.O.O.O
- Kohn-Sham gap (eV) = 9.270
- HOMO level (eV) = -9.4

---

Record 2
Formula: C4H10NO2
Source: the OMol25 dataset
Level of theory: ωB97M-V with the def2-TZVPD basis set

Geometry as XYZ:
```
17
Properties=species:S:1:pos:R:3:forces:R:3:nbo_charge:R:1
C 0.58929 -1.69114 1.27349 -0.17 2.05 1.44 -0.446
C 0.57657 -0.59373 0.56594 0.68 2.16 0.72 0.365
C 0.71227 -0.16461 -0.86317 0.02 -1.87 1.01 -0.551
C -0.69742 0.22768 -1.43568 1.70 0.24 1.01 0.387
N 0.48492 1.16304 1.47794 -3.76 -2.71 -2.12 -0.846
O -0.89655 1.55844 -1.04937 -0.69 1.13 1.21 -0.759
O -1.64209 -0.58614 -0.83377 -0.16 3.63 0.99 -0.710
H 0.49589 -1.85228 2.34209 -0.05 0.70 0.01 0.267
H 0.77425 -2.59019 0.80349 0.18 -1.75 -1.55 0.262
H 1.51110 0.56285 -0.91938 -0.12 0.45 -0.41 0.256
H 1.12825 -1.10870 -1.33418 -0.69 0.99 0.07 0.269
H -0.52617 0.28021 -2.48715 -0.95 -0.89 -1.19 0.176
H -0.17810 1.64182 0.77621 1.58 -0.53 0.68 0.455
H 1.38161 1.58177 1.55671 0.74 0.42 0.40 0.426
H -0.11404 1.07063 2.31200 1.13 0.10 0.01 0.429
H -1.81720 1.91973 -1.02179 0.83 -1.09 -0.50 0.521
H -1.78258 -1.41941 -1.16339 -0.30 -3.03 -1.77 0.499
```
Positions in Å, forces in eV/Å.

Summary:
- DFT total energy (eV) = -9886.1415
- energy relative to the best compared isomer or geometry (same formula, charge and spin) (kJ/mol) = 332.5
- lowest unoccupied orbital energy (eV) = -3.83
- Kohn-Sham gap (eV) = 10.834
- HOMO level (eV) = -14.7
- charge = +1

---

Record 3
Formula: C16H40BeN2O5
Source: the OMol25 dataset
Level of theory: ωB97M-V with the def2-TZVPD basis set

Geometry as XYZ:
```
64
Properties=species:S:1:pos:R:3:forces:R:3:nbo_charge:R:1
Be -0.34810 0.58587 -0.14455 -0.59 -0.34 -1.19 1.634
C 2.14575 0.66614 -3.08475 1.07 -0.57 -0.60 -0.631
C 0.81098 1.37446 -3.19439 -0.78 -0.25 -0.80 0.112
C -0.14851 0.44862 -3.96908 -0.34 -0.99 0.73 -0.622
O 0.36456 1.84976 -1.98171 -0.90 -0.72 1.82 -1.007
H 2.53308 0.17757 -3.99124 -0.49 0.33 -0.40 0.194
H 2.08371 -0.19447 -2.41540 -0.10 0.37 0.45 0.186
H 2.96920 1.33850 -2.82880 -0.19 0.02 0.54 0.197
H 0.87874 2.19191 -3.93825 0.53 0.43 0.43 0.123
H -0.31028 -0.47970 -3.41218 0.27 -0.07 -0.06 0.184
H 0.26973 0.15903 -4.93525 -0.09 0.25 -0.11 0.194
H -1.16393 0.83829 -4.07643 0.17 0.44 -0.20 0.191
C -1.14689 -3.66781 1.33251 1.81 0.08 -0.16 -0.638
C -1.36580 -2.31313 2.04268 -1.71 -1.03 -0.21 0.128
C -0.60243 -2.30487 3.35854 0.51 0.84 0.03 -0.630
O -1.30595 -1.19441 1.26073 0.86 0.89 -0.41 -1.014
H -1.73244 -3.85696 0.43448 -0.52 -0.01 0.38 0.197
H -1.21807 -4.46053 2.07953 -0.38 -0.18 -0.24 0.208
H -0.10697 -3.74397 0.96419 0.07 0.01 0.10 0.162
H -2.42454 -2.49676 2.34637 -0.11 0.52 0.30 0.103
H 0.48616 -2.29703 3.21340 0.00 -0.13 -0.10 0.174
H -0.85543 -3.13070 4.02390 -0.07 -0.06 -0.09 0.202
H -0.84099 -1.36177 3.85862 -0.02 -0.10 0.14 0.202
C 0.16634 1.46490 2.98274 0.54 -0.17 -0.04 -0.240
O -0.27508 1.97863 1.73293 -0.65 -0.26 0.20 -0.587
C -1.41010 2.83016 1.88773 0.28 -0.36 -0.72 -0.060
C -2.06337 2.86703 0.52013 -0.31 0.49 1.87 -0.253
N -2.41770 1.51204 0.17442 1.34 0.02 -1.62 -0.688
C -2.96457 1.46560 -1.17647 -0.03 0.23 -0.07 -0.255
C -2.91891 0.03805 -1.63038 -0.67 0.41 -0.22 -0.066
O -1.58683 -0.41321 -1.47454 -0.17 -0.04 0.12 -0.614
C -1.50308 -1.82598 -1.59942 1.04 -0.45 0.75 -0.274
H 0.73671 0.55199 2.82557 0.00 0.16 -0.22 0.204
H -0.66356 1.18353 3.63291 -0.12 0.23 -0.05 0.183
H 0.81502 2.21446 3.44355 -0.10 -0.06 0.27 0.173
H -1.11287 3.83950 2.18426 0.08 -0.06 0.20 0.184
H -2.10299 2.39895 2.61560 0.04 0.07 0.13 0.173
H -1.33448 3.28794 -0.17269 -0.25 -0.18 -0.39 0.240
H -2.93755 3.51866 0.65121 -0.01 0.14 -0.51 0.179
H -3.09516 1.05917 0.77691 0.48 0.02 0.58 0.399
H -2.35656 2.09666 -1.82729 0.20 -0.14 0.04 0.240
H -3.98292 1.87124 -1.19551 -0.10 -0.18 -0.13 0.181
H -3.27741 0.00387 -2.66613 0.48 -0.25 -0.16 0.190
H -3.65119 -0.55062 -1.06339 0.42 -0.27 0.29 0.182
H -1.96437 -2.19667 -2.51264 -0.19 0.12 0.02 0.184
H -1.82272 -2.28821 -0.66431 -0.76 0.18 -0.34 0.231
H -0.44190 -2.07863 -1.58554 -0.22 0.16 -0.70 0.193
C 3.26820 -2.15963 0.74960 0.28 0.49 0.40 -0.628
C 2.19885 -1.06853 0.74667 0.58 0.40 -0.67 -0.078
C 2.81930 0.27264 0.40903 -0.13 0.71 -0.05 -0.073
O 1.87592 1.33135 0.58390 -0.33 -0.69 0.50 -0.577
C 2.49713 2.57520 0.36443 1.06 0.22 -0.49 -0.240
N 1.15390 -1.35319 -0.25923 -0.59 -0.02 1.16 -0.918
H 4.18573 -1.80349 1.22580 -0.12 -0.06 0.28 0.215
H 3.59222 -2.41213 -0.26180 -0.32 -0.21 -0.06 0.206
H 2.89552 -3.01794 1.30589 0.14 -0.24 -0.27 0.223
H 1.76505 -0.95986 1.74240 -0.29 -0.25 -0.14 0.210
H 3.12305 0.31256 -0.64043 0.39 -0.22 0.07 0.195
H 3.65170 0.50273 1.08124 0.23 -0.26 -0.12 0.173
H 2.88558 2.59121 -0.65727 -0.42 0.36 -0.18 0.191
H 3.39769 2.72220 0.97918 -0.11 -0.45 0.37 0.156
H 1.87976 3.43955 0.58727 -0.61 -0.37 -0.26 0.201
H 0.45543 -1.94652 0.19384 -0.27 0.52 0.19 0.423
H 1.54863 -1.98327 -0.95310 0.19 0.52 -0.40 0.372
```
Positions in Å, forces in eV/Å.

Summary:
- DFT total energy (eV) = -30856.1772
- energy relative to the best compared isomer or geometry (same formula, charge and spin) (kJ/mol) = 0.0
- lowest unoccupied orbital energy (eV) = 0.56
- Kohn-Sham gap (eV) = 7.931
- HOMO level (eV) = -7.4

---

Which formula does entry 1 have? C10H38O14

---

The lowest lowest unoccupied orbital energy belongs to which entry? C4H10NO2